1.
Here is a structure of composition C19H24AsN4RhS in a non-equilibrium geometry from OMol25. Energies are from ωB97M-V with the def2-TZVPD basis set.

## Properties
- Orbital gap: 6.99 eV
- DFT total energy: -3701.3595 hartree
- Energy above the lowest of the compared OMol25 structures with the same formula, charge and spin: 0.0000 eV
- Highest occupied orbital energy: -14.47 eV
- Total charge: +2

Each line ends with the Löwdin charge.
Element x y z (Å)
C 2.63098 1.61537 -1.97243  -0.001
H -2.48612 -3.28320 -2.34986  0.056
H -0.45227 4.30701 0.07304  0.112
C 3.88043 0.46114 2.38658  0.008
H 0.83562 -3.56803 -0.12315  0.010
N 2.95617 -0.55285 2.25572  -0.088
C 3.26106 -1.98118 2.33018  0.018
S 0.24709 -0.90285 1.92084  0.706
C -1.94581 -2.35258 -2.17855  -0.232
H -0.43293 -4.23603 0.92547  0.050
H -3.52166 -1.61771 0.66252  0.043
C 1.47421 1.19829 -1.33593  -0.302
C -2.96162 2.11221 -0.62175  -0.037
H 4.92661 0.26347 2.54165  0.147
H -4.65045 4.63431 0.85601  0.122
H -2.48290 -2.43944 1.85462  0.035
H -5.03904 2.42637 -0.18816  0.118
H -2.60674 -1.50843 -2.36495  0.037
C 3.23387 -0.69462 -2.30792  -0.047
H -0.44938 -4.57968 -0.82278  0.055
H -3.10613 1.16484 -1.12976  0.100
H -3.33169 -3.38602 0.61240  0.059
C 3.21071 1.63298 2.29707  -0.008
N -0.65026 1.81530 -1.05564  -0.022
C -4.03661 2.82397 -0.11194  -0.048
H 2.82360 2.67472 -2.09069  0.128
C -1.67778 2.63808 -0.52056  -0.280
H 1.12994 1.96786 2.03586  0.161
H 3.91537 -1.43218 -2.71015  0.121
H 4.30282 -2.12969 2.06259  0.109
H 4.37687 0.96985 -3.02997  0.122
C -1.44996 3.89027 0.04378  -0.016
C 1.73716 -0.02410 2.09107  -0.662
As -1.31694 -2.28652 -0.35984  1.003
Rh -0.44006 -0.16199 -0.10326  0.552
H -2.37573 5.57528 0.97117  0.121
C -2.82919 -2.44190 0.82221  -0.239
H 3.08957 -2.34992 3.33935  0.114
H 2.62415 -2.52001 1.63548  0.071
C 1.22136 -0.16958 -1.13299  -0.229
C 2.10266 -1.11415 -1.61176  -0.088
H 1.92289 -2.17198 -1.46361  0.090
C -3.81646 4.06442 0.46932  -0.035
H -1.08565 -2.29664 -2.84343  0.045
C -2.52936 4.59613 0.53843  -0.043
N 1.88748 1.30812 2.13250  0.102
C -0.21474 -3.83652 -0.06256  -0.233
N 0.55392 2.14596 -0.82200  0.093
H 3.55803 2.64929 2.35097  0.142
C 3.49558 0.65945 -2.48599  -0.042


2.
Here is a cluster of 2 separate species, C10H10N2O2 in total in a non-equilibrium geometry from OMol25. Energies are from ωB97M-V with the def2-TZVPD basis set.

## Properties
- Orbital gap: 9.44 eV
- Structure (SMILES): O=c1cc[nH]c(=O)[nH]1.c1ccccc1
- DFT total energy: -647.0131 hartree
- Energy above the lowest of the compared OMol25 structures with the same formula, charge and spin: 2.4176 eV
- Highest occupied orbital energy: -9.30 eV

Each line ends with the Löwdin charge.
Element x y z (Å)
H -1.39565 1.45651 -1.20273  0.254
O -0.91655 -0.99519 -0.16328  0.074
C -4.46246 0.94582 0.11516  0.012
H 2.10890 -2.42242 0.21273  0.103
H 1.51536 -0.66456 1.86013  0.100
N -2.14166 0.99004 -0.43652  0.071
C 4.25609 0.00942 -0.79249  -0.102
H 2.68825 1.52517 1.80907  0.098
H -3.36803 2.60845 -0.71391  0.117
H 5.02128 0.19568 -1.54051  0.098
O -5.41921 -1.48021 0.01861  -0.044
H -3.08498 -2.02552 0.13878  0.202
C -1.96671 -0.36933 -0.11053  -0.394
C 2.94160 0.75249 1.08810  -0.102
N -3.29124 -0.97584 0.36147  0.146
C 2.28565 -0.47522 1.11908  -0.101
C -3.32576 1.64018 -0.26617  -0.092
H 3.85737 -1.99414 -1.47746  0.100
H 4.42503 1.96276 0.10731  0.097
C -4.52626 -0.52198 0.23487  -0.430
H -5.35289 1.52339 0.06796  0.092
C 2.62190 -1.46451 0.19563  -0.097
C 3.92333 1.00005 0.13024  -0.103
C 3.60665 -1.22105 -0.75556  -0.100


3.
Here is the molecule C4H6O2 from OMol25. Energies are from ωB97M-V with the def2-TZVPD basis set.

## Properties
- Orbital gap: 10.89 eV
- Structure (SMILES): C[C@H]1OCC1=O
- DFT total energy: -306.4428 hartree
- Energy above the lowest of the compared OMol25 structures with the same formula, charge and spin: 1.7271 eV
- Highest occupied orbital energy: -9.93 eV

Each line ends with the Löwdin charge.
Element x y z (Å)
H -1.09470 -0.58360 -2.27055  0.127
H -0.68873 1.66843 0.59773  0.155
C -0.22455 0.74151 0.24090  -0.285
H 1.88068 0.77102 0.74228  0.089
C 0.96613 0.27998 1.07967  -0.021
H 0.78876 0.48089 2.13849  0.089
O 0.08211 0.80366 -1.16573  -0.087
H 0.40088 -1.23771 -1.52514  0.130
O -1.79322 -1.20231 0.61797  0.130
H 1.10562 -0.80317 0.97073  0.089
C -1.05875 -0.50631 -0.01935  -0.333
C -0.41955 -0.51595 -1.41445  -0.082


4.
Here is a cluster of 3 separate species, C46H54B3BrO8 in total in a non-equilibrium geometry from OMol25. Energies are from ωB97M-V with the def2-TZVPD basis set.

## Properties
- Orbital gap: 8.52 eV
- Structure (SMILES): CCCCCCCCCCCCCCB1OB(Br)OB(CCCCO)O1.O=C1c2ccccc2C(=O)c2ccccc21.O=C1c2ccccc2C(=O)c2ccccc21
- DFT total energy: -5035.7600 hartree
- Highest occupied orbital energy: -9.64 eV

Each line ends with the Löwdin charge.
Element x y z (Å)
H 6.68620 -3.71904 0.33717  0.076
H -8.62978 0.93094 1.02831  0.121
H -2.17616 -1.14812 0.46067  0.090
H 7.03563 -4.12340 -6.88330  0.121
H 0.39279 -1.03938 -1.12412  0.104
C -9.39736 1.70191 0.98995  0.007
C 0.68471 -4.88204 5.05300  -0.227
H 3.61701 -1.25277 -0.76026  0.122
C -4.40716 -1.07776 1.28687  -0.142
C -0.64723 2.87062 -1.91501  -0.230
C 7.56029 -3.18438 -6.71423  0.006
H -0.67915 3.93462 -2.45399  0.117
C 6.84432 -3.61920 -1.80998  0.016
C 1.55909 -0.73851 -3.15668  -0.213
C 7.71157 -2.68136 -5.41541  -0.086
H -1.21966 0.09146 2.73732  0.107
H 0.27517 -0.70494 -5.04588  0.110
C -10.03495 4.03620 1.01300  -0.086
C 1.46012 -0.69984 -1.50952  -0.215
H 2.21443 -6.14361 4.75541  0.108
H 1.31258 -3.06738 0.65401  0.141
H -0.91614 0.92973 0.15576  0.106
H 7.97390 -2.87941 -8.80852  0.107
B 3.42757 -1.93347 4.25000  -0.400
H 2.61333 -2.72593 -1.38884  0.116
H -0.03830 -5.63522 5.62808  0.121
H 1.86558 -1.85117 -3.45201  0.115
B 3.13526 -2.37783 1.85431  -0.324
B 5.22972 -2.53382 2.88511  -0.777
C -1.29786 1.79882 -2.97295  -0.207
H 0.99534 -2.04551 7.07063  0.116
C -2.76395 -1.03788 1.46745  -0.269
C 7.83149 -2.00844 -0.30216  -0.047
C 8.91519 -0.77808 -6.30298  0.006
H 0.70096 -2.18977 5.15610  0.115
C -0.09814 1.30027 -4.02622  -0.200
H -0.02182 -4.15594 4.44617  0.124
H 9.16300 -0.72949 -8.44357  0.107
H -4.77091 -1.71612 0.36841  0.075
C 1.44470 -2.42001 6.04804  -0.209
C 8.60152 -0.96671 -3.84266  -0.279
H 1.29911 -1.15074 1.06359  0.119
Br 6.46599 -4.02066 3.41268  0.734
C 8.08650 -1.74078 -2.69570  -0.087
C -5.60343 6.57923 1.73078  -0.056
C -1.50157 3.05653 -0.51700  -0.224
C -11.72835 2.31635 0.81243  -0.057
H -2.43980 3.77655 -0.65239  0.118
C -7.91158 7.19708 1.36816  0.007
C 8.39911 -1.48623 -5.20958  -0.086
C -1.86651 1.61572 0.17520  -0.234
H -2.17229 2.33909 -3.55096  0.115
C 8.75815 -1.27867 -7.59626  -0.060
H -3.05756 0.23775 3.33420  0.118
C -2.53897 1.71265 1.66780  -0.212
H 0.49985 2.65592 -1.67437  0.108
C -5.94705 5.22982 1.62437  0.008
H -12.77384 2.03062 0.72031  0.108
H -2.49482 -2.00703 2.11027  0.107
C 7.08182 -3.16564 -0.51168  -0.055
C 0.15835 -0.33406 -3.91827  -0.223
C -8.26076 5.84326 1.27552  -0.085
C 7.13818 -3.42084 -4.27327  -0.279
H 8.90909 -0.38655 -1.22075  0.122
H 8.02733 -1.66197 0.71015  0.109
H 3.63644 -1.73179 6.56319  0.126
H 1.70440 0.37257 -1.06194  0.116
H -0.77499 3.63799 0.22950  0.112
O 2.69106 -2.72487 3.24502  0.143
O 4.81777 -1.48502 3.88431  0.089
C 2.81817 -1.57728 5.73820  -0.089
C -6.58373 7.56185 1.59529  -0.057
H -4.56999 6.86322 1.91737  0.108
C 1.95970 -2.07344 0.73609  -0.083
H -6.31518 8.61331 1.67091  0.108
O -10.53630 6.32937 0.95634  0.097
H 0.92434 1.87338 -3.82246  0.109
O 1.53659 -5.69040 4.14153  -0.158
C -7.63028 3.43251 1.26557  -0.277
H -5.17508 4.46897 1.72821  0.113
C 8.32907 -1.29194 -1.39179  0.009
H 2.74798 -4.41634 5.97913  0.123
C -9.67341 5.46654 1.07090  -0.278
H -3.65673 2.06825 1.58189  0.101
O -6.76094 2.57150 1.32152  0.086
H -1.99875 2.52286 2.35549  0.117
H 2.37714 0.04260 -3.52226  0.117
C -2.33601 0.25098 2.38728  -0.234
H -12.15772 4.42588 0.84552  0.122
H -0.73348 -0.92436 -3.44199  0.105
H 9.44384 0.16137 -6.15015  0.121
C 8.08797 -2.48435 -7.80135  -0.059
C -11.37915 3.66583 0.88490  0.006
H -1.71515 0.81633 -2.49331  0.086
C 1.63615 -4.04767 6.13987  -0.166
H 2.51090 -0.42648 5.70460  0.133
H -0.51101 1.59902 -5.10464  0.109
O 4.60525 -2.36639 1.52774  0.097
H -8.67226 7.96960 1.26832  0.122
C -9.04644 3.05518 1.08064  -0.085
H -4.82568 -1.63631 2.25069  0.081
H -2.67960 1.10135 -0.53109  0.116
O 6.49523 -4.44693 -4.45759  0.096
O 9.19444 0.09050 -3.66115  0.095
C 2.53650 -1.73113 -0.76540  -0.213
C -7.27830 4.86097 1.39080  -0.084
H 1.31467 -4.39310 7.21701  0.109
H -11.00866 0.28458 0.78963  0.108
H -4.91210 -0.02266 1.24964  0.066
C -10.73738 1.33597 0.85536  -0.057
C 7.35790 -2.91114 -2.90433  -0.085
H 6.26298 -4.52631 -1.96566  0.123


5.
Here is a structure of composition C38H53N16S2Tb in a non-equilibrium geometry from OMol25. Energies are from ωB97M-V with the def2-TZVPD basis set.

## Properties
- Orbital gap (alpha / beta): 7.91 / 7.96 eV
- ⟨S²⟩: 12.68
- DFT total energy: -3976.3451 hartree
- Energy above the lowest of the compared OMol25 structures with the same formula, charge and spin: 0.0000 eV
- Highest occupied orbital energy (alpha / beta): -12.31 / -12.31 eV
- Multiplicity: 7
- Total charge: +2

Each line ends with the Mulliken spin population.
Element x y z (Å)
H 3.37243 2.87603 0.22305  0.000
H -3.11632 0.08900 4.38655  0.000
Tb -0.32344 -0.16325 -0.63151  5.980
H 5.79602 0.30409 1.53671  0.000
C -2.84543 3.27904 3.81156  0.000
H -5.59188 0.34193 -3.22023  0.000
N -0.39565 -0.51698 2.95980  -0.003
C -0.32881 2.77934 -3.93127  0.000
H 4.45448 -4.76383 -1.80865  0.000
H 4.29680 -1.79666 2.76849  0.000
N -2.19257 -0.21312 4.07513  -0.001
C 2.09264 5.89570 -0.70315  0.000
H 2.48296 -6.13205 -1.58322  0.000
C -0.14223 -0.61153 4.31861  -0.001
H 2.06089 1.84325 -1.78334  0.002
N 3.38257 0.91935 -0.43273  0.000
H -2.77950 -5.16755 -1.99091  0.000
C 5.47411 -0.44402 0.79032  0.000
H 2.73229 6.03082 -1.54459  0.000
N -2.43004 -3.16599 -0.22613  -0.001
H -4.21459 -2.21967 -0.05759  0.000
C -3.76903 0.53109 -1.96139  -0.003
H -0.05721 2.56079 5.52913  0.000
C -0.98477 3.12446 2.34331  0.001
C -0.45033 -3.25114 -3.30606  0.002
H -2.06987 -5.11324 -3.56510  0.000
H 4.20557 -2.89364 1.35947  0.000
C -2.33464 3.34199 2.51790  -0.001
S -2.45247 0.08950 1.31402  -0.020
N -2.54881 -0.70756 -3.22644  0.000
N 0.52430 1.87447 0.34928  -0.002
C -0.70070 2.75322 4.69592  0.001
H -4.61089 1.18921 -0.00840  0.000
C 3.81479 -1.99010 1.80685  0.000
H 2.45733 7.86198 0.06741  0.000
C -2.24976 -3.39551 1.19308  -0.002
C 3.53641 -4.32580 -1.44649  0.000
H 1.34904 3.98466 -1.31605  0.001
C 1.09895 6.85625 1.32314  0.000
H -0.25732 5.56346 2.38451  0.000
H -2.94840 3.62094 1.65770  0.000
C 1.04011 -3.17269 -0.80716  0.006
H 5.65929 -0.07773 -0.21008  0.000
H 0.17882 -2.44417 -2.98547  0.001
H -1.63670 -0.90567 -3.62252  -0.001
H 4.33171 -2.37204 -1.16944  0.000
C -4.17909 1.56915 -0.92724  0.001
C -1.72752 -0.18276 2.81472  0.003
N -0.20538 -2.55612 -0.54149  0.002
H 1.00992 7.64124 2.06474  0.000
C 2.38144 -5.10522 -1.39685  0.000
N -1.21425 -0.38222 5.00125  0.000
C 0.35877 5.66980 1.51503  0.000
H -4.02441 -0.66753 -5.94119  0.000
H 1.90557 -0.05493 4.58035  0.000
N 2.10465 -0.99366 -0.41142  -0.006
C 1.23530 -0.84609 4.89090  0.000
H -3.88636 3.51384 3.92446  0.000
H 2.90366 0.40721 -2.44153  0.000
N 0.66527 1.92288 -4.23939  0.000
C 3.15462 -0.31806 0.02375  0.004
H 0.84119 -1.61647 1.87179  0.000
N -1.47278 -3.52771 -2.32082  0.000
H 6.10970 -1.31678 0.96544  0.000
C -1.34628 -3.11491 -1.05310  0.006
C 1.32661 4.75855 -0.55109  0.001
H 3.77267 1.98087 -2.19270  0.000
N 0.38993 -0.18973 -2.96077  0.007
H 2.76609 -2.16789 1.98412  0.000
N 4.08485 -0.81901 0.92220  -0.001
H 5.01193 2.19367 0.05409  0.000
H 1.62246 -1.80459 4.53863  0.000
C 1.17877 -4.52270 -1.06982  -0.002
S -0.44249 3.13435 0.63664  -0.003
H 1.16575 -0.84183 5.96961  0.000
H -2.82043 -2.65178 1.79974  0.000
C 3.00790 1.29643 -1.80992  0.000
H 0.32775 -5.16517 -1.06668  0.000
H -2.67224 -4.36215 1.51100  0.000
C -0.15679 2.79083 3.39832  -0.001
H -3.27300 -2.12415 -5.31538  0.000
H -3.67860 -2.49244 -1.71375  0.000
N 0.47412 -0.64089 1.88810  0.015
C 2.22177 -2.39007 -0.72365  0.001
C 3.45116 -3.00853 -1.08003  0.002
C 0.51409 0.79590 -3.61223  0.001
H 3.98122 1.76507 1.40581  0.000
H 1.25167 -0.01776 2.07768  0.001
H 1.49253 2.00091 0.76049  0.002
H -2.45745 2.97050 5.90581  0.000
C 1.91235 6.93056 0.22157  0.000
H -3.28883 2.13919 -0.63810  -0.001
H 0.11918 -4.15360 -3.50667  0.000
H -0.89001 -2.96885 -4.25450  0.000
C 3.97105 1.99732 0.34106  0.000
H -1.22197 -3.32972 1.48225  0.000
C -2.04448 2.98965 4.91434  0.000
H -5.00187 -1.83388 -4.99436  0.000
C -4.56795 0.07037 -3.00236  -0.001
H -4.37706 -3.86336 -0.78083  0.000
N -1.18304 3.50365 -3.63305  -0.001
H -4.88947 2.23107 -1.40490  0.000
C -3.78352 -2.93024 -0.73909  0.000
H 0.90265 2.62102 3.24380  0.000
C -2.48754 -4.48019 -2.76143  0.000
N -2.52371 0.04175 -2.03390  0.009
C -4.01494 -1.37975 -5.10650  0.000
H -3.41142 -3.97863 -3.07963  0.000
C 0.46463 4.65482 0.54535  0.000
C -3.74849 -0.65787 -3.82268  0.001


6.
Here is the molecule C5H5FIN in a non-equilibrium geometry from OMol25. Energies are from ωB97M-V with the def2-TZVPD basis set.

## Properties
- Orbital gap: 8.91 eV
- Structure (SMILES): F[C@]1(I)CC=CC=N1
- DFT total energy: -645.7852 hartree
- Energy above the lowest of the compared OMol25 structures with the same formula, charge and spin: 0.5224 eV
- Highest occupied orbital energy: -9.42 eV

Each line ends with the Löwdin charge.
Element x y z (Å)
C -1.02335 0.51751 0.22655  -0.212
H -1.75760 1.00992 -0.23717  0.054
C 0.19541 1.24830 -0.11139  -0.822
H 0.39693 -2.55076 0.07067  0.139
C 1.46503 -0.59569 0.39198  -0.178
C 0.34924 -1.40474 0.06732  -0.112
H -1.31513 0.59667 1.33526  0.175
F 0.16220 2.48265 0.38338  0.001
H 2.35875 -1.12886 0.67803  0.115
H -1.70781 -1.46237 -0.55838  0.128
N 1.47676 0.66473 0.30324  0.105
I 0.24517 1.53985 -2.40360  0.696
C -0.84561 -0.91721 -0.14590  -0.089